Molecular formula: C22H27N5O4
Method: DFT, the ωB97M-V functional and the def2-TZVPD basis

LUMO, eV: -0.93
Gap between HOMO and LUMO, eV: 7.57
Relative energy (zero: lowest compared OMol25 entry of this formula, charge and spin), eV: 2.0372
Max |F|, eV/Å: 1.98
HOMO, hartree: -0.31241

Atoms and positions in Å:
C -5.7957 1.2617 2.2295
O -5.3620 0.0988 2.9596
C -4.0986 -0.3386 2.6995
C -3.6185 -1.4113 3.4791
C -2.3267 -1.8509 3.3451
C -1.4313 -1.2200 2.4456
C -0.0388 -1.5845 2.3671
C 1.0432 -0.7437 2.4866
C 2.3797 -1.3534 2.4251
O 2.5659 -2.5583 2.2201
N 3.4969 -0.5244 2.6239
C 4.8142 -1.1201 2.5256
C 3.4340 0.8640 2.7992
O 4.4289 1.5780 2.8718
N 2.1467 1.4077 2.9011
C 2.1171 2.8267 3.1770
C 0.9493 0.6691 2.8958
O -0.0890 1.2375 3.2439
C -1.9393 -0.2020 1.6211
C -3.2395 0.2424 1.7319
H -6.8164 1.4227 2.5816
H -5.1644 2.1307 2.4671
H -5.7896 1.0708 1.1460
H -4.3092 -1.8473 4.2039
H -1.9426 -2.6510 3.9775
H 0.2010 -2.6420 2.3561
H 5.5413 -0.3232 2.6235
H 4.9535 -1.8547 3.3177
H 4.9270 -1.6191 1.5648
H 1.0796 3.1338 3.2457
H 2.6333 3.0363 4.1147
H 2.6270 3.3659 2.3798
H -1.2694 0.2684 0.8925
H -3.5869 1.0653 1.0974
C -5.1263 -2.9728 -1.8434
C -3.9533 -2.7473 -1.1362
N -2.9938 -3.5692 -1.6801
C -1.5715 -3.6507 -1.2774
C -0.7302 -2.6019 -1.9919
C 0.7938 -2.6623 -1.8438
C 1.2485 -1.1992 -2.0982
C 0.0067 -0.3359 -1.8595
N -1.0729 -1.2764 -1.4911
C -3.5864 -4.2443 -2.7256
N -4.8639 -3.9007 -2.8225
H -6.0913 -2.5205 -1.6981
H -3.7685 -2.0752 -0.3157
H -1.5126 -3.4620 -0.1950
H -1.2020 -4.6580 -1.4894
H -0.9865 -2.6050 -3.0641
H 1.0446 -2.9427 -0.8086
H 1.2466 -3.3840 -2.5339
H 2.0507 -0.9070 -1.4178
H 1.5921 -1.0668 -3.1325
H 0.1794 0.4330 -1.0889
H -0.3018 0.1668 -2.7885
H -1.9318 -0.9735 -1.9567
H -3.0292 -4.9411 -3.3434